Record 1
C3H5N3 | wB97M-V/def2-TZVPD

Geometry as XYZ:
```
11
Properties=species:S:1:pos:R:3:nbo_charge:R:1
C 0.74 -0.25 1.67 -0.42
N 0.57 -0.26 0.24 -0.41
C -0.28 -0.79 -0.51 0.22
N -0.98 -0.65 -1.55 -0.40
C -0.61 1.34 -1.78 0.04
N 0.08 1.75 -0.91 -0.27
H 1.80 -0.30 1.92 0.21
H 0.35 0.71 2.05 0.21
H 0.21 -1.06 2.18 0.19
H -0.73 -1.86 -0.59 0.36
H -1.19 1.43 -2.68 0.26
```

Charge: 0
Energy above the lowest of the compared OMol25 structures with the same formula, charge and spin: 5.520 eV
LUMO level: -0.9 eV
Gap between HOMO and LUMO: 8.22 eV

***

Record 2
C19H30ClN5O4S | wB97M-V/def2-TZVPD

Geometry as XYZ:
```
60
Properties=species:S:1:pos:R:3:nbo_charge:R:1
H -0.34 -6.82 -1.47 0.33
N -0.17 -6.48 -0.53 -0.79
C -0.69 -5.36 -0.21 0.57
N -0.44 -4.96 1.04 -0.81
N -1.35 -4.61 -1.13 -0.62
C -1.92 -3.36 -0.90 0.14
C -1.66 -2.32 -1.78 -0.23
C -2.21 -1.06 -1.56 -0.21
C -3.02 -0.82 -0.44 -0.05
Cl -3.65 0.80 -0.22 0.00
C -3.31 -1.87 0.46 -0.01
C -4.22 -1.62 1.66 -0.38
C -5.69 -1.71 1.23 -0.49
S -6.78 -1.04 2.55 -0.06
C -3.91 -2.56 2.85 0.80
O -4.42 -3.67 2.89 -0.60
O -3.06 -2.11 3.79 -0.67
C -2.76 -3.14 0.20 -0.21
H -0.46 -3.96 1.18 0.38
H 0.28 -5.51 1.49 0.42
H -1.14 -4.86 -2.09 0.41
H -1.03 -2.48 -2.65 0.22
H -2.02 -0.24 -2.25 0.23
H -4.04 -0.61 2.03 0.25
H -5.84 -1.13 0.31 0.23
H -5.96 -2.75 1.01 0.24
H -8.00 -1.27 2.02 0.14
H -3.02 -2.82 4.45 0.50
H -2.98 -3.99 0.83 0.24
C -0.30 3.20 -1.43 -0.62
C 0.38 1.84 -1.21 -0.38
C 1.48 1.81 -0.13 -0.21
C 0.85 2.02 1.25 -0.61
C 2.64 2.82 -0.39 -0.12
N 3.12 2.66 -1.78 -0.63
C 3.90 3.49 -2.47 0.68
C 4.35 4.80 -1.85 -0.72
O 4.24 3.20 -3.60 -0.63
C 3.78 2.66 0.63 0.66
O 3.81 3.37 1.63 -0.63
N 4.76 1.79 0.35 -0.61
C 5.94 1.58 1.19 -0.41
H -1.04 3.10 -2.22 0.22
H -0.81 3.52 -0.52 0.21
H 0.43 3.95 -1.72 0.20
H 0.80 1.51 -2.17 0.19
H -0.39 1.11 -0.94 0.21
H 1.91 0.81 -0.14 0.20
H 0.00 1.34 1.38 0.21
H 0.50 3.05 1.37 0.21
H 1.57 1.81 2.04 0.23
H 2.24 3.82 -0.27 0.23
H 2.84 1.83 -2.29 0.41
H 4.89 5.37 -2.61 0.25
H 3.49 5.37 -1.51 0.22
H 5.02 4.60 -1.02 0.23
H 4.70 1.28 -0.52 0.40
H 5.65 1.08 2.11 0.20
H 6.67 0.97 0.66 0.21
H 6.39 2.54 1.44 0.22
```

Charge: 0
LUMO level: 0.2 eV
Gap between HOMO and LUMO: 8.89 eV
Structure (SMILES): [H]/N=C(/N)Nc1ccc(Cl)c([C@@H](CS)C(=O)O)c1.CC[C@H](C)[C@H](NC(C)=O)C(=O)NC

***

Record 3
C26H21CoN7S | wB97M-V/def2-TZVPD

Geometry as XYZ:
```
56
Properties=species:S:1:pos:R:3:mulliken_spin:R:1
Co -0.76 0.32 0.67 0.94
C 3.47 -1.45 -0.81 0.00
C 2.02 -1.18 -0.45 0.01
N 1.13 0.40 0.71 -0.02
N 1.66 1.59 1.25 -0.01
C 0.86 2.18 2.10 0.00
N 1.38 3.27 2.72 0.00
S -0.78 1.75 2.53 0.07
C 1.04 -2.17 -1.03 -0.01
C 1.32 -3.53 -1.06 0.00
C 0.34 -4.41 -1.49 0.00
C -0.89 -3.90 -1.89 0.00
C -1.08 -2.54 -1.82 0.01
N -0.15 -1.68 -1.39 0.00
H 4.08 -0.58 -0.56 0.00
H 3.59 -1.69 -1.86 0.00
H 3.85 -2.29 -0.21 0.00
H 2.32 3.54 2.52 0.00
H 0.79 3.82 3.31 0.00
H 2.28 -3.90 -0.71 0.00
H 0.53 -5.47 -1.51 0.00
H -1.68 -4.55 -2.24 0.00
H -2.03 -2.10 -2.12 0.00
C -1.40 -3.36 2.58 0.00
C -1.63 -2.13 1.96 0.00
N -0.62 -1.38 1.55 -0.01
C 0.65 -1.77 1.76 0.01
C 0.98 -2.93 2.51 0.00
C -0.12 -3.75 2.86 0.00
C 2.31 -3.13 2.91 0.00
C 3.19 -2.05 2.76 0.00
C 2.91 -0.93 2.03 0.00
C 1.74 -0.94 1.15 -0.01
N 1.56 0.18 -0.62 0.01
C 1.29 1.00 -1.68 -0.01
C 2.08 0.97 -2.81 0.01
C 1.84 1.83 -3.89 0.00
C 0.82 2.75 -3.85 0.01
C -0.04 2.77 -2.73 -0.01
C -1.13 3.67 -2.65 0.00
C -1.98 3.62 -1.59 0.00
C -1.77 2.64 -0.61 -0.01
N -0.77 1.79 -0.64 -0.01
C 0.15 1.87 -1.66 0.01
H -2.24 -3.97 2.87 0.00
H -2.63 -1.75 1.80 0.00
H 0.07 -4.68 3.39 0.00
H 2.57 -3.99 3.51 0.00
H 4.14 -2.08 3.28 0.00
H 3.59 -0.09 1.96 0.00
H 2.92 0.30 -2.84 0.00
H 2.49 1.79 -4.75 0.00
H 0.66 3.44 -4.66 0.00
H -1.28 4.39 -3.45 0.00
H -2.82 4.29 -1.50 0.00
H -2.43 2.55 0.24 0.00
```

Charge: 0
Spin multiplicity: 2
Energy above the lowest of the compared OMol25 structures with the same formula, charge and spin: 0.843 eV
LUMO level (spin up / spin down): -0.3 / -0.3 eV
Gap between HOMO and LUMO (spin up / spin down): 5.35 / 5.32 eV

***

Record 4
C2H5N7O4 | wB97M-V/def2-TZVPD

Geometry as XYZ:
```
18
Properties=species:S:1:pos:R:3:nbo_charge:R:1
N -1.13 1.33 0.83 -0.84
C 0.09 0.69 0.55 0.27
N 0.65 -0.05 1.90 0.53
O -0.21 -0.10 2.77 -0.39
O 1.75 -0.55 1.95 -0.32
N 1.12 1.64 0.11 -0.22
N 1.75 1.15 -0.84 0.09
N 1.37 -0.06 -1.24 -0.44
C 0.16 -0.42 -0.58 0.28
N -0.01 -1.70 -0.05 -0.83
N -1.05 -0.24 -1.60 0.53
O -2.09 -0.59 -1.14 -0.37
O -0.89 0.32 -2.62 -0.36
H -1.55 0.68 1.56 0.41
H -1.03 2.36 1.15 0.42
H 1.59 -0.33 -2.33 0.44
H -0.98 -1.71 0.17 0.40
H 0.43 -2.41 -0.58 0.39
```

Charge: 0
Energy above the lowest of the compared OMol25 structures with the same formula, charge and spin: 0.318 eV
LUMO level: -0.2 eV
Gap between HOMO and LUMO: 10.12 eV
Structure (SMILES): N[C@]1([N+](=O)[O-])N=NN[C@]1(N)[N+](=O)[O-]

***

The records above give, respectively, DFT total energy values of -7656.9351, -59189.9336, -86194.1777, -20767.8139 eV.
The records above give, respectively, strongest force on any atom values of 1.05, 3.09, 1.00, 4.10 eV/Å.